[1]
Entry from the Open Molecules 2025 dataset: C5H10O as an isolated structure (wB97M-V/def2-TZVPD).

XYZ file:
```
16
Properties=species:S:1:pos:R:3:forces:R:3
C 2.459 -0.285 -0.187 -0.1 0.0 0.1
C 1.212 0.413 -0.703 -0.1 0.1 0.1
C -0.163 0.346 0.617 -0.1 -0.2 -0.1
O 0.249 0.320 1.755 -0.1 0.1 -0.7
C -1.342 0.098 -0.087 0.1 0.1 0.1
C -2.673 -0.205 0.556 0.0 0.0 0.1
H 3.365 0.095 -0.676 -0.2 -0.1 0.1
H 2.551 -0.113 0.892 0.0 0.0 -0.2
H 2.410 -1.368 -0.357 0.0 0.2 0.0
H 0.980 0.167 -1.755 0.0 0.0 0.3
H 1.295 1.505 -0.659 0.0 -0.2 0.1
H 0.084 -0.496 -0.402 0.0 0.1 -0.1
H -1.352 0.376 -1.140 0.2 -0.1 0.2
H -3.294 0.698 0.655 0.2 -0.2 0.0
H -3.240 -0.918 -0.060 0.2 0.2 0.1
H -2.540 -0.635 1.553 0.0 0.1 -0.2
```
Positions in Å, forces in eV/Å.

Properties
ΔE to the lowest compared entry with this formula, charge and spin in kcal per mole: 88.8
E in eV: -7390.9127
E_HOMO in eV: -8.53

[2]
Entry from the Open Molecules 2025 dataset: C77H142F12N17O28S12 as an isolated structure (wB97M-V/def2-TZVPD).

XYZ file:
```
288
Properties=species:S:1:pos:R:3:forces:R:3
C -21.004 -18.095 -7.454 -1.7 -0.6 -0.3
C -19.778 -18.406 -6.694 2.5 -0.4 -0.1
C -19.774 -19.832 -6.071 -0.3 -0.2 -0.2
C -18.886 -19.929 -4.854 1.9 0.2 0.3
N -18.473 -21.328 -4.350 -0.6 0.7 0.7
C -17.497 -21.185 -3.232 0.8 0.4 1.7
C -16.096 -21.271 -3.817 1.4 0.2 2.0
C -16.240 -21.533 -5.237 -1.1 -1.7 -3.3
C -17.675 -22.102 -5.417 -0.5 1.4 0.6
C -19.703 -22.068 -3.895 0.3 1.1 0.3
H -20.978 -17.122 -7.902 0.2 0.7 -0.2
H -21.883 -18.111 -6.787 0.2 -0.1 -0.3
H -21.197 -18.801 -8.274 0.0 0.0 0.2
H -19.659 -17.654 -5.914 0.0 -0.1 0.3
H -18.851 -18.263 -7.343 -1.0 -0.3 0.7
H -19.532 -20.633 -6.795 0.1 0.6 0.0
H -20.791 -20.053 -5.775 -0.5 0.0 0.2
H -19.263 -19.335 -4.012 -0.2 -0.5 0.0
H -17.888 -19.508 -5.043 -0.3 0.2 -0.3
H -17.628 -22.028 -2.563 -0.3 -0.3 -0.1
H -17.603 -20.298 -2.557 -0.5 -0.4 -1.1
H -15.449 -21.974 -3.264 -0.7 -0.3 -0.3
H -15.495 -20.390 -3.707 -0.1 1.0 0.3
H -15.552 -22.265 -5.686 0.0 0.3 0.4
H -16.153 -20.632 -5.837 0.1 0.2 -0.1
H -17.800 -23.117 -5.112 0.3 -0.8 0.0
H -18.213 -21.935 -6.355 0.6 -0.2 0.0
H -20.216 -21.489 -3.089 0.5 -0.4 -0.7
H -19.472 -23.071 -3.553 0.1 -0.1 -0.2
H -20.262 -22.042 -4.803 -1.1 -0.6 -0.3
C -27.313 -27.733 -14.295 0.0 0.1 -0.3
N -26.055 -28.478 -14.658 0.7 -0.2 0.2
C -25.853 -29.770 -14.310 -0.9 -0.2 0.0
C -24.732 -30.499 -14.587 1.7 1.3 -1.3
C -23.707 -29.761 -15.273 0.1 -1.3 0.2
C -23.978 -28.505 -15.809 1.5 -0.3 1.5
C -25.070 -27.844 -15.351 -2.2 0.2 -0.6
C -22.344 -30.388 -15.334 1.7 -0.9 -0.6
C -21.482 -30.502 -16.474 -0.5 -0.5 1.1
C -20.335 -31.306 -16.379 -0.8 0.8 -0.4
N -19.970 -31.934 -15.264 0.5 -0.7 0.0
C -20.712 -31.803 -14.172 0.3 0.0 2.1
C -21.820 -31.008 -14.162 -1.2 0.6 -0.9
C -18.749 -32.818 -15.276 -1.9 -0.8 -0.1
H -28.057 -28.324 -13.767 0.6 -0.6 0.2
H -27.815 -27.534 -15.251 0.4 0.6 0.3
H -27.073 -26.860 -13.655 0.0 -0.5 -0.8
H -26.644 -30.279 -13.816 -0.8 0.1 0.4
H -24.608 -31.572 -14.372 -0.3 0.8 0.2
H -23.195 -27.909 -16.253 0.0 -0.1 -0.5
H -25.269 -26.840 -15.704 -0.1 0.2 0.4
H -21.702 -30.059 -17.438 -0.1 0.1 0.1
H -19.702 -31.490 -17.223 0.2 0.2 -0.3
H -20.406 -32.288 -13.197 -0.1 0.5 -1.6
H -22.323 -30.862 -13.229 -0.3 -0.1 0.3
H -18.612 -33.244 -14.274 0.1 0.4 -0.4
H -17.945 -32.234 -15.639 0.9 0.6 -0.1
H -18.987 -33.634 -15.981 0.3 0.3 0.4
C -28.898 -20.402 -6.944 1.0 -0.5 1.4
N -28.050 -19.393 -7.605 0.2 -1.1 -0.2
C -28.294 -18.156 -7.255 -0.5 -0.2 -0.8
C -27.485 -17.169 -7.741 -0.6 1.0 1.0
C -26.416 -17.375 -8.549 0.4 -1.8 -1.3
C -26.248 -18.732 -9.006 0.1 1.1 0.1
C -27.039 -19.704 -8.475 -0.7 -0.5 0.5
C -25.497 -16.255 -8.848 -0.4 0.9 1.8
C -25.367 -15.271 -7.816 0.0 -1.2 -2.2
C -24.449 -14.280 -7.974 -0.6 1.0 0.7
N -23.653 -14.256 -9.029 0.5 -1.0 -2.2
C -23.779 -15.195 -10.047 1.5 2.4 1.0
C -24.755 -16.134 -10.002 0.1 -0.5 0.1
C -22.562 -13.240 -9.146 -1.2 0.0 0.2
H -28.242 -21.247 -6.695 -0.3 0.2 0.0
H -29.685 -20.726 -7.590 -0.6 0.0 -0.4
H -29.266 -19.972 -5.971 0.3 -0.5 -1.2
H -29.217 -18.031 -6.697 0.5 0.5 0.2
H -27.704 -16.226 -7.315 -0.1 1.0 0.0
H -25.509 -19.083 -9.716 0.2 0.4 0.1
H -26.862 -20.762 -8.684 -0.3 0.4 0.1
H -26.020 -15.299 -6.991 -0.3 0.0 1.0
H -24.404 -13.424 -7.294 0.3 -0.4 -0.1
H -22.983 -15.054 -10.795 -0.9 -0.5 0.1
H -24.877 -16.803 -10.821 0.1 -0.5 -0.4
H -22.330 -13.025 -8.110 0.6 0.4 -0.1
H -22.877 -12.330 -9.702 0.0 -0.7 0.4
H -21.774 -13.745 -9.668 0.6 0.1 0.0
C -19.388 -24.355 -15.894 -0.1 -1.4 -1.1
N -19.440 -24.024 -14.509 0.5 -0.2 2.7
C -20.151 -22.948 -14.149 0.1 0.5 -3.3
C -20.526 -22.691 -12.903 -1.0 -0.3 2.9
C -20.215 -23.613 -11.908 0.3 0.8 -0.1
C -19.357 -24.628 -12.252 0.1 -0.3 1.8
C -18.921 -24.804 -13.515 -0.3 -0.6 -1.8
C -20.806 -23.596 -10.540 0.0 -1.4 -1.0
C -21.307 -24.830 -10.165 -1.3 -0.5 2.3
C -22.048 -24.918 -8.948 0.7 0.8 -2.1
N -22.184 -23.817 -8.183 -0.1 -0.9 0.2
C -21.761 -22.603 -8.599 0.5 0.1 0.7
C -21.014 -22.485 -9.761 -0.7 1.3 0.0
C -22.802 -24.045 -6.840 0.0 -0.5 0.2
H -18.850 -25.292 -15.990 0.0 -0.1 -0.1
H -18.805 -23.620 -16.414 -0.1 0.6 -0.5
H -20.427 -24.505 -16.269 0.8 0.4 0.0
H -20.417 -22.347 -15.029 -0.3 -0.1 0.7
H -21.232 -21.955 -12.602 -0.3 1.1 -0.5
H -19.086 -25.294 -11.445 0.5 -0.3 -0.3
H -18.272 -25.642 -13.755 -0.1 0.2 -0.5
H -21.261 -25.740 -10.760 0.0 0.5 0.1
H -22.690 -25.766 -8.727 0.6 -0.1 0.3
H -22.042 -21.790 -7.912 0.3 -0.2 -0.6
H -20.727 -21.502 -10.175 -0.1 -0.4 0.7
H -23.244 -25.062 -6.854 0.5 0.6 0.2
H -23.596 -23.357 -6.675 -0.7 0.7 -0.1
H -22.093 -23.921 -5.993 -0.1 -0.3 -0.9
C -27.061 -20.522 -20.884 0.4 1.1 -0.1
C -26.012 -21.495 -21.415 -0.9 -1.2 0.9
N -25.555 -21.210 -22.776 0.6 -0.3 -1.6
C -26.718 -21.246 -23.731 -0.6 0.0 -1.1
C -24.769 -19.875 -22.895 0.5 0.0 0.5
C -25.561 -18.620 -23.303 0.1 -2.8 -0.1
C -24.565 -22.363 -23.195 0.2 1.8 -1.4
C -23.552 -22.745 -22.145 1.3 -0.6 -0.2
O -22.698 -21.638 -21.803 -0.9 -1.0 -0.5
C -21.571 -21.984 -21.012 0.4 1.0 0.3
H -26.797 -19.449 -20.882 0.4 -0.6 -0.1
H -27.272 -20.726 -19.865 0.1 -0.5 1.1
H -28.044 -20.558 -21.325 -0.1 -0.4 -0.7
H -26.510 -22.508 -21.527 0.7 0.9 0.5
H -25.099 -21.609 -20.776 -1.1 0.4 -0.4
H -27.462 -22.073 -23.639 1.1 0.3 0.6
H -26.386 -21.257 -24.772 0.5 -0.2 0.2
H -27.291 -20.334 -23.698 -0.1 0.2 0.6
H -24.043 -20.145 -23.642 0.2 0.5 -0.4
H -24.152 -19.768 -21.978 -0.8 -0.1 -0.3
H -26.340 -18.444 -22.616 -1.1 0.3 0.7
H -25.957 -18.848 -24.281 -0.2 0.7 -0.4
H -24.937 -17.783 -23.296 1.1 1.2 -0.3
H -24.020 -22.003 -24.150 -0.7 -0.2 1.7
H -25.159 -23.165 -23.624 -0.2 -0.4 0.8
H -22.986 -23.530 -22.682 0.2 0.2 0.3
H -23.880 -23.228 -21.218 -0.5 0.1 -0.2
H -21.748 -22.675 -20.165 -0.2 0.1 -0.7
H -21.324 -21.012 -20.594 0.3 0.0 0.4
H -20.683 -22.258 -21.604 -0.5 -0.5 0.0
C -18.793 -31.558 -6.407 -0.2 -0.4 -0.6
C -17.421 -32.214 -6.329 0.2 0.9 0.6
N -16.262 -31.226 -6.134 -1.5 0.3 1.2
C -15.048 -31.962 -6.438 0.6 0.4 0.9
C -16.388 -30.108 -7.079 0.0 1.7 -0.4
C -15.098 -29.290 -7.253 -0.9 -0.2 -1.4
C -16.324 -30.642 -4.649 0.2 -0.7 -1.4
C -15.737 -31.543 -3.549 0.1 -0.2 -0.9
O -16.157 -32.915 -3.630 0.2 1.4 -0.1
C -16.393 -33.470 -2.345 0.7 -0.4 0.2
H -18.904 -30.981 -7.316 -0.1 0.1 -0.2
H -19.044 -30.891 -5.574 0.2 -0.3 0.0
H -19.546 -32.368 -6.446 0.4 0.4 0.1
H -17.076 -32.757 -7.213 -0.8 -0.2 0.1
H -17.402 -32.797 -5.418 0.3 -0.6 -0.2
H -15.080 -32.789 -5.797 0.3 -1.6 0.6
H -14.191 -31.380 -6.172 0.5 0.4 0.1
H -14.991 -32.239 -7.470 -0.2 -0.1 -0.6
H -17.242 -29.469 -6.753 0.6 -0.5 -0.3
H -16.583 -30.500 -8.090 -0.4 -0.2 0.5
H -14.414 -29.863 -7.894 0.1 0.4 0.5
H -14.661 -28.847 -6.397 0.6 -0.2 1.2
H -15.389 -28.389 -7.782 -0.1 -0.1 -0.5
H -17.333 -30.257 -4.539 -0.3 -0.5 0.2
H -15.746 -29.748 -4.749 0.6 0.5 0.4
H -15.979 -31.096 -2.583 -0.2 0.0 0.0
H -14.649 -31.461 -3.660 0.0 -0.4 0.2
H -15.482 -33.488 -1.714 -0.4 0.4 -0.2
H -16.625 -34.508 -2.503 -0.4 -0.4 -0.1
H -17.225 -32.962 -1.872 -0.1 0.1 0.3
C -15.977 -28.693 -20.894 -0.1 0.6 -0.3
C -16.431 -28.989 -22.313 -1.6 -0.8 0.2
N -17.851 -29.713 -22.414 -0.9 0.6 1.5
C -18.898 -28.817 -21.688 1.2 0.0 1.1
C -18.230 -29.834 -23.885 1.1 1.2 1.5
C -19.587 -30.354 -24.107 -0.9 1.2 0.6
C -17.934 -31.106 -21.704 0.8 1.0 -0.4
C -17.044 -32.170 -22.356 -0.8 0.7 1.1
O -15.712 -31.774 -22.284 0.3 -1.2 0.5
C -14.743 -32.866 -22.154 0.9 2.6 0.2
H -15.732 -29.615 -20.391 0.1 -0.3 0.2
H -16.673 -28.116 -20.278 0.0 -0.2 -0.2
H -15.072 -28.079 -20.925 0.0 -0.2 -0.2
H -15.752 -29.657 -22.794 0.4 -0.4 -0.3
H -16.615 -28.174 -22.992 0.2 0.8 0.2
H -18.487 -28.551 -20.666 -0.5 -0.4 -1.3
H -19.786 -29.427 -21.502 0.1 0.4 -0.3
H -19.104 -27.860 -22.224 0.2 -1.0 0.1
H -17.517 -30.518 -24.225 1.2 -0.9 -1.0
H -17.990 -28.869 -24.338 -0.4 0.0 0.1
H -19.566 -31.400 -23.967 -0.4 -1.3 -0.2
H -19.834 -30.076 -25.121 -0.6 -0.3 -0.2
H -20.300 -29.925 -23.372 0.2 -0.2 -0.9
H -18.948 -31.471 -21.740 -0.5 0.2 -0.4
H -17.748 -30.916 -20.640 0.4 0.0 -0.3
H -17.354 -32.249 -23.389 -0.1 -0.5 -0.4
H -17.318 -33.097 -21.810 0.5 0.2 -0.4
H -13.922 -32.477 -22.769 0.0 -0.7 0.0
H -15.109 -33.799 -22.502 -0.4 -0.8 -0.3
H -14.362 -32.882 -21.118 -0.5 -0.3 -0.3
C -20.539 -19.271 -15.519 -0.2 0.4 0.9
C -19.456 -19.066 -16.550 -0.4 0.2 0.6
N -18.110 -18.671 -16.020 0.8 0.6 0.1
C -18.148 -17.268 -15.491 -0.6 0.6 1.1
C -17.730 -19.622 -14.868 -1.1 0.3 -1.0
C -16.555 -19.114 -14.140 0.9 0.2 0.4
C -17.040 -18.721 -17.123 -0.2 -0.7 -0.9
C -17.156 -19.887 -18.145 -2.0 0.2 1.5
O -18.159 -19.526 -19.104 1.8 -0.2 1.5
C -17.959 -20.255 -20.288 0.0 0.9 -0.3
H -20.270 -19.982 -14.725 -0.4 0.1 -0.5
H -21.353 -19.640 -16.099 -0.8 -0.7 -0.3
H -20.975 -18.394 -15.022 0.6 0.1 -0.2
H -19.794 -18.339 -17.270 0.3 0.4 -0.3
H -19.347 -19.999 -17.064 0.4 -0.4 -0.4
H -17.221 -16.947 -15.028 0.3 -0.4 -0.3
H -18.898 -17.149 -14.689 0.2 -0.5 -0.5
H -18.359 -16.529 -16.238 -0.3 -0.1 -0.9
H -17.615 -20.583 -15.408 0.0 0.3 0.8
H -18.588 -19.586 -14.178 0.5 -0.4 -0.5
H -16.800 -18.177 -13.624 0.3 -0.5 0.0
H -15.703 -18.971 -14.802 0.2 0.1 0.3
H -16.286 -19.840 -13.387 0.2 -0.2 0.3
H -16.052 -18.864 -16.693 -0.2 0.5 0.4
H -17.080 -17.767 -17.687 0.0 -0.6 0.4
H -17.399 -20.894 -17.635 0.1 1.3 -0.6
H -16.185 -20.036 -18.564 0.7 0.1 -0.7
H -18.007 -21.297 -20.054 -0.2 -0.9 -0.3
H -17.016 -20.017 -20.811 -0.2 0.0 0.3
H -18.788 -19.882 -20.848 -0.5 -0.5 -1.1
N -20.827 -19.681 -11.180 2.8 1.1 -0.1
S -19.530 -18.671 -11.579 -1.9 -2.0 -0.2
O -19.816 -17.845 -12.721 0.5 -0.6 0.4
O -18.363 -19.491 -11.493 -0.3 0.2 -0.5
F -19.335 -17.666 -10.429 -0.4 0.4 0.8
S -22.268 -19.183 -11.501 -0.9 -0.1 -0.7
O -22.866 -19.894 -12.607 0.5 1.0 0.7
O -22.339 -17.755 -11.349 -1.0 -0.3 -0.2
F -23.127 -19.817 -10.277 0.8 0.5 -0.2
N -17.493 -27.115 -15.875 3.0 1.9 -0.6
S -18.373 -28.199 -16.492 0.0 -1.7 -2.6
O -18.155 -29.509 -15.941 -0.4 -0.3 0.3
O -18.535 -28.208 -17.955 -0.2 0.5 2.1
F -19.760 -27.732 -15.843 0.2 -0.1 -0.4
S -15.884 -26.857 -16.419 -3.6 -1.3 -1.4
O -15.270 -28.036 -16.918 0.1 0.1 0.5
O -15.348 -25.980 -15.477 1.0 0.9 0.9
F -16.071 -25.984 -17.773 -0.3 -0.4 1.1
N -23.119 -25.983 -13.068 0.0 0.8 0.6
S -24.106 -24.680 -12.868 0.6 -0.9 -2.5
O -23.758 -23.611 -13.771 0.0 -1.4 1.5
O -24.441 -24.465 -11.514 0.0 0.6 1.2
F -25.477 -25.259 -13.477 0.2 0.6 -0.2
S -23.542 -27.187 -12.084 2.7 1.5 0.5
O -24.916 -27.398 -12.294 -1.5 -1.8 1.1
O -22.904 -27.132 -10.756 -1.5 -0.9 -2.6
F -22.791 -28.452 -12.844 -0.5 1.3 0.8
N -22.464 -24.566 -17.886 -1.2 1.4 0.8
S -23.683 -23.606 -17.450 -1.7 -0.6 0.0
O -24.498 -22.992 -18.499 1.9 -0.7 1.4
O -23.253 -22.855 -16.299 -0.4 -0.6 -1.5
F -24.733 -24.770 -16.912 0.8 1.0 0.0
S -22.565 -25.507 -19.110 -2.2 -2.8 -0.5
O -21.283 -25.466 -19.713 0.1 -0.5 -1.0
O -23.837 -25.606 -19.845 2.8 0.6 1.3
F -22.559 -27.127 -18.351 0.1 2.3 -0.7
N -18.625 -27.205 -5.456 -0.9 2.2 -1.6
S -17.140 -26.780 -5.226 2.1 -0.6 3.3
O -16.327 -26.737 -6.440 -1.0 0.8 2.1
O -16.635 -27.445 -3.999 -0.7 0.9 -3.3
F -17.311 -25.175 -4.500 0.4 -1.6 -1.8
S -19.464 -25.926 -6.159 1.7 -3.5 -1.8
O -18.840 -25.164 -7.217 -0.5 -0.6 0.9
O -20.160 -25.307 -5.136 -1.9 2.2 1.9
F -20.572 -26.822 -6.908 0.5 0.4 0.2
N -25.542 -19.204 -5.916 0.0 -0.7 0.3
S -24.673 -20.506 -6.047 -3.2 0.2 1.3
O -23.527 -20.460 -6.857 1.7 0.2 -1.1
O -25.631 -21.557 -6.260 0.7 -0.1 -0.3
F -24.116 -20.757 -4.596 0.1 0.1 0.0
S -25.257 -17.780 -5.355 -0.6 0.4 -2.9
O -26.505 -17.118 -5.102 0.6 -0.1 -0.2
O -24.238 -17.121 -6.123 -0.2 0.5 -0.2
F -24.607 -17.988 -4.044 1.2 -0.7 3.2
```
Positions in Å, forces in eV/Å.

Properties
ΔE to the lowest compared entry with this formula, charge and spin in kcal per mole: 0.0
Net charge: +5
E in eV: -327396.0140
E_HOMO in eV: -16.24